103
Properties=species:S:1:pos:R:3:forces:R:3 method="wB97M-V/def2-TZVPD" spin_multiplicity=1 largest_force_ev_per_a=1.48 e_above_lowest_ev=0.355 total_charge=-1
H 0.064 6.973 2.593 -0.31 -0.33 0.03
As -0.039 -0.022 1.101 0.01 0.98 0.81
F -1.516 -0.206 0.256 -0.31 -0.23 -0.17
C -0.767 5.698 1.045 0.84 -0.55 -0.69
C 3.261 3.281 0.479 -0.07 0.29 -0.17
H -3.408 -6.295 0.859 -0.17 -0.19 0.40
H 5.424 -1.826 -2.144 -0.29 0.02 -0.22
H -3.890 1.439 -4.543 0.03 -0.10 -0.06
H 4.853 4.853 2.000 -0.14 0.01 -0.17
C -3.381 -0.554 -3.808 0.38 0.56 -0.55
H 1.209 -2.498 3.607 0.20 -0.08 0.43
H 3.119 -1.267 -1.388 0.01 0.28 0.27
H 2.542 4.065 0.223 -0.07 -0.07 0.12
H -1.454 -4.017 2.829 0.02 -0.07 -0.05
H -3.681 2.674 2.469 -0.45 -0.01 0.45
C -4.782 0.889 3.098 0.21 -0.38 -0.83
C 3.457 3.209 1.992 0.03 0.33 -0.58
F -0.159 1.705 0.893 0.22 0.08 -0.26
H 1.478 -1.009 -3.569 -0.29 0.04 -0.18
F 0.841 -0.178 -0.401 0.14 0.02 -0.30
H 1.153 6.638 1.348 0.25 -0.60 -0.16
C 3.306 1.492 -3.524 -0.17 0.43 0.27
H -4.463 -5.352 2.020 0.18 -0.29 0.15
C 3.814 -1.764 -0.702 0.00 -0.43 -0.43
C -0.272 -3.832 -3.329 -0.16 -0.31 0.29
C 1.018 1.652 -4.599 -0.48 0.01 0.17
H -0.123 -3.466 -4.343 0.06 -0.10 -0.05
H 0.734 -4.054 4.289 0.20 -0.25 0.04
H -1.343 -3.889 -3.132 -0.02 0.27 -0.09
H 3.163 -4.004 4.647 0.05 -0.03 -0.02
H 3.986 0.780 -3.058 0.01 -0.03 0.00
H 1.507 -3.050 -2.387 0.01 0.23 -0.08
H -4.779 -0.714 -2.157 0.00 0.01 0.19
C -3.822 -5.328 1.139 -0.20 0.30 -0.76
H -3.505 -2.615 0.421 0.21 0.24 0.06
C -3.713 -0.556 -2.315 0.12 0.02 0.04
H -2.724 1.564 3.446 -0.10 -0.01 0.10
C -2.996 0.847 -4.314 -0.26 0.53 0.41
C 1.370 -3.581 3.543 -0.66 0.92 -0.54
C -2.703 -4.341 1.347 0.39 0.60 1.13
C -1.918 5.133 1.826 -0.11 -0.24 -0.03
H -3.405 0.373 -1.832 -0.15 0.05 -0.01
H 2.883 2.338 0.076 0.05 -0.04 0.05
C 3.963 4.523 2.544 0.57 0.23 0.61
O 3.092 -5.159 2.931 0.13 0.12 0.20
H 4.321 -1.047 -0.053 -0.10 0.20 -0.08
C 0.419 -2.950 -2.317 -0.47 -0.27 0.28
H 3.302 2.406 -2.920 -0.05 -0.04 -0.03
C -3.126 -2.878 1.417 -0.41 -0.27 -0.93
H 0.001 3.935 0.612 -0.04 -0.14 0.02
C 0.368 6.147 1.927 -0.04 1.33 0.65
H -3.146 -1.340 -1.811 -0.17 -0.14 -0.06
H 4.185 3.539 -0.045 0.08 -0.17 0.11
H -2.254 -2.265 1.629 -0.13 0.17 0.06
H 4.303 4.419 3.581 -0.21 -0.14 -0.02
H 3.680 1.769 -4.511 0.07 -0.18 -0.04
H -4.469 -5.023 0.309 0.16 0.09 -0.03
H -4.539 0.006 3.701 -0.02 0.14 0.21
H -2.362 0.820 -5.198 -0.11 -0.22 -0.11
O -2.078 -4.714 2.596 -0.10 -0.08 -0.17
H 0.093 -4.857 -3.217 0.20 0.09 -0.22
H 1.434 0.855 -2.650 0.04 0.16 0.06
C -3.519 1.617 2.707 0.60 0.82 -0.41
H -1.577 4.263 2.394 0.03 0.07 0.10
H 3.222 5.322 2.543 -0.12 -0.14 -0.27
H 1.803 2.224 2.077 -0.14 -0.18 0.28
H -1.583 -1.215 -3.595 0.26 -0.33 0.06
O 3.127 -2.734 0.078 0.04 -0.20 0.14
H 4.228 2.452 2.199 -0.21 -0.16 0.11
H -2.676 4.771 1.132 -0.21 0.16 0.11
H -6.526 1.287 3.818 -0.06 0.09 0.12
H -1.936 -4.404 0.567 -0.17 -0.20 -0.19
F -0.822 0.167 2.627 -0.09 -0.28 0.01
H 0.957 -3.777 2.550 0.19 -0.43 0.03
F 1.504 0.208 1.858 0.33 -0.04 0.15
O -5.691 1.760 3.765 0.03 -0.13 0.04
H 3.419 -3.112 3.151 0.01 -0.04 -0.10
O 2.078 -0.460 -4.089 0.28 0.15 0.04
H -1.063 6.517 0.388 -0.24 0.09 0.14
H 3.811 -5.014 2.313 -0.05 -0.01 -0.10
H 0.458 2.414 -4.054 -0.02 0.11 -0.20
H 5.545 -3.028 -0.914 -0.22 -0.25 -0.01
C 1.909 0.897 -3.633 0.58 -0.70 -0.29
O -0.017 -1.598 -2.507 0.46 -0.14 -0.18
C 2.839 -3.919 3.604 -0.07 -0.20 0.02
F 0.094 -1.717 1.373 0.03 -0.50 -0.25
H -2.472 1.431 -3.549 0.16 -0.22 -0.02
H 1.555 2.118 -5.425 0.16 -0.01 0.05
H 4.303 -3.229 -2.194 0.11 -0.06 -0.09
H 0.134 -3.266 -1.307 0.11 -0.01 0.01
C 4.819 -2.518 -1.554 0.47 0.33 0.48
H 0.729 5.345 2.570 0.24 -0.11 -0.22
H -5.229 0.490 2.177 -0.21 0.15 0.11
H -3.949 -2.652 2.098 0.18 -0.28 0.33
H 2.433 -2.312 0.594 -0.13 0.17 -0.01
O -2.346 -1.477 -4.130 -0.36 0.15 0.06
H 0.317 0.935 -5.028 -0.14 0.13 0.05
O -0.267 4.716 0.113 -0.20 0.29 0.09
H -3.089 1.288 1.759 -0.09 -0.63 0.20
O 2.225 2.900 2.621 0.20 0.10 -0.02
H 0.301 -1.083 -1.751 -0.22 0.10 0.10
H -2.316 5.872 2.523 -0.19 -0.06 -0.04
H -4.256 -0.845 -4.392 0.07 -0.38 0.04

---

114
Properties=species:S:1:pos:R:3:forces:R:3 method="wB97M-V/def2-TZVPD" spin_multiplicity=1 largest_force_ev_per_a=3.06 total_charge=0 e_tot_ha=-3470.0318
C 2.744 -1.824 -5.586 0.21 0.04 -0.21
F 3.898 -1.451 -6.157 -0.09 -0.13 0.06
C 0.912 -3.388 -6.614 0.01 -0.72 -0.18
C 2.904 -8.349 -2.903 -0.29 -0.15 -0.11
H -1.347 5.346 6.876 0.03 -0.02 -0.05
H -6.278 3.748 -3.790 -0.02 0.06 -0.05
H -1.547 8.278 3.297 0.01 -0.01 0.04
O -0.980 3.176 4.239 -0.04 0.11 -0.25
C -1.434 1.924 -3.247 0.71 0.68 0.45
H -1.052 4.427 2.621 0.00 -0.04 -0.02
H 3.179 3.914 2.289 -0.11 0.04 0.01
H -1.142 2.970 -3.191 -0.03 0.27 -0.09
H -4.968 4.382 -4.803 0.04 0.01 0.01
H -0.307 -5.166 -4.172 0.04 -0.07 -0.12
C -3.025 -4.944 -0.137 0.16 0.04 -0.07
F 0.028 -2.951 -5.718 0.10 -0.04 -0.35
H -1.538 -2.739 -2.528 -0.33 -0.08 0.24
F 4.033 -2.443 -3.733 -0.51 0.37 -0.11
O 2.051 -0.959 3.363 0.13 0.30 0.01
C 3.070 2.854 2.498 -0.16 -0.42 0.01
C -1.464 4.574 7.632 -0.02 -0.31 0.06
H -0.499 -0.804 -1.369 0.37 0.04 0.15
C 2.931 -1.739 -4.056 -0.10 -0.11 0.53
O 1.841 -9.024 -2.235 0.18 0.14 0.06
C 2.362 -3.263 -6.073 -0.19 0.25 -0.55
H 0.297 4.737 3.735 -0.02 0.06 -0.12
O -2.838 -3.961 -1.145 -0.22 0.17 -0.11
H -2.013 -0.254 -2.016 -0.24 0.01 0.28
H 1.168 -9.218 -2.891 -0.09 -0.07 -0.01
C 0.918 1.335 -2.930 -0.68 -0.41 0.22
C -0.762 4.465 3.670 0.19 -0.35 0.38
H 0.704 -5.653 0.012 0.15 0.02 -0.07
S 3.171 0.025 -3.446 1.64 0.63 0.25
H -0.721 3.228 5.166 -0.07 -0.10 0.18
H 3.688 2.285 1.794 0.13 0.09 0.06
H 1.239 2.351 -2.735 0.30 0.17 0.17
H 3.326 -8.986 -3.685 0.12 0.08 -0.01
H 1.150 1.213 -0.121 0.21 -0.01 -0.14
H -3.972 1.263 8.471 -0.03 -0.04 -0.10
O -0.729 3.428 7.210 0.12 0.24 -0.04
H -2.524 4.325 7.728 -0.03 0.13 0.03
O 3.255 0.885 -4.583 -0.86 -0.19 -0.26
O -0.682 -2.550 -2.914 -0.60 2.74 -1.24
C -5.497 3.481 -4.507 0.03 -0.22 0.11
C 2.025 -0.352 4.656 -0.18 -0.28 -0.16
H -5.957 3.033 -5.392 -0.03 0.07 -0.02
H -4.216 3.224 9.696 -0.02 0.05 0.14
H -1.085 4.947 8.587 -0.05 0.07 -0.01
H -0.086 -6.462 -2.978 -0.01 -0.06 0.04
O -0.165 -4.567 -2.190 0.47 -2.73 0.57
C -1.883 -1.119 -4.447 0.36 0.69 -0.21
H -1.570 -0.527 -5.302 0.08 0.12 -0.20
O -0.599 1.868 -1.092 0.07 -0.21 0.21
O -4.545 2.596 -3.922 -0.09 0.16 -0.11
H -0.655 -7.467 0.484 -0.06 -0.04 -0.06
H 1.284 -5.419 -3.405 0.03 -0.11 -0.08
F 0.686 -4.704 -6.822 -0.05 0.58 0.01
H -3.695 6.477 2.951 -0.06 -0.10 0.00
H 0.997 -0.115 4.941 0.06 0.09 0.13
C 1.077 -6.582 0.450 -0.29 -0.08 -0.13
C 4.397 6.374 4.168 0.02 -0.13 0.22
H -2.452 1.884 -2.899 -0.33 -0.21 -0.04
H -1.321 1.630 -4.279 -0.26 -0.31 -0.26
H -0.846 2.743 7.874 -0.10 -0.15 -0.05
F 1.864 -2.258 -3.409 0.61 -0.10 -0.30
O -3.240 1.513 9.037 0.18 0.12 0.20
H -4.481 1.768 10.695 0.01 0.06 0.05
H -5.011 1.799 -3.659 -0.01 -0.08 0.04
N 1.890 0.323 -2.456 0.44 0.65 -0.61
H -2.914 2.599 10.729 0.03 -0.01 0.00
C -3.752 2.319 10.096 -0.08 -0.11 -0.30
H -2.158 -4.998 0.528 -0.04 -0.05 0.01
H 0.183 -1.049 -3.922 0.16 0.18 0.03
H -3.204 -5.931 -0.577 -0.01 0.01 0.06
H 2.359 0.670 -1.627 -0.05 -0.37 0.41
H -2.754 -0.611 -4.055 -0.36 -0.14 0.20
H -1.943 7.457 1.776 0.05 0.07 -0.01
C -0.487 1.174 -2.313 -0.23 -0.25 -1.00
O -2.982 6.846 3.475 0.02 0.29 0.00
H 2.600 0.569 4.600 0.02 0.01 -0.01
F 1.779 -0.979 -6.000 -0.13 0.07 0.20
O 1.700 2.493 2.351 0.23 0.21 -0.04
H -3.898 -4.661 0.447 -0.02 0.02 -0.01
F 0.769 -2.753 -7.779 -0.09 -0.07 0.51
O 4.337 -0.048 -2.618 -0.32 -0.42 0.34
C -0.943 -0.287 -2.208 -0.06 0.22 -0.03
H 4.091 6.312 3.127 -0.02 -0.03 -0.02
H -0.076 1.970 0.843 0.00 0.36 0.17
C 0.206 -5.450 -3.250 -0.19 0.42 0.52
H 1.851 -6.350 1.178 -0.03 -0.05 0.08
H -1.370 5.214 4.175 -0.01 0.13 -0.08
H 3.791 7.134 4.670 0.01 0.05 -0.07
H 1.497 -7.219 -0.333 0.08 0.09 -0.01
H 1.544 -1.772 3.406 -0.06 -0.07 -0.05
C -2.357 7.865 2.702 -0.17 -0.19 -0.01
H -0.341 0.349 0.314 0.00 -0.34 -0.10
H 5.450 6.665 4.210 -0.01 0.06 -0.06
H 3.407 2.665 3.519 0.16 0.11 -0.03
H 0.099 -3.678 -2.453 0.20 -0.03 0.11
F 2.486 -4.141 -5.073 0.26 -0.26 0.00
H 2.550 -7.416 -3.348 0.13 0.04 -0.01
C 0.076 1.303 0.012 -0.36 0.16 0.36
H 0.814 1.257 -4.001 0.16 -0.22 -0.35
H -2.132 -2.096 -4.833 -0.14 -0.30 0.06
H 4.464 5.143 5.672 0.00 -0.05 0.09
H -3.062 8.665 2.461 0.06 0.05 -0.02
O 4.196 5.091 4.753 0.00 0.11 -0.17
H -2.061 -4.222 -1.654 0.36 -0.44 0.13
H 3.677 -8.124 -2.173 -0.03 -0.03 0.07
O 0.023 -7.266 1.131 0.15 0.06 0.18
F 3.167 -3.612 -7.092 0.07 -0.08 0.25
C -0.756 -1.194 -3.417 -0.54 -0.45 0.07
H 2.476 -1.010 5.401 0.00 0.09 0.07
H 1.635 1.553 2.545 -0.11 -0.09 0.07